Entry 1:
{
  "formula": "C5H4N",
  "method": "ωB97M-V with the def2-TZVPD basis set",
  "mol_weight_g_mol": 78.09,
  "e_above_lowest_kj_mol": 354.51,
  "e_tot_ev": -6724.66571,
  "total_charge": 1,
  "multiplicity": 1,
  "homo_lumo_gap_ev": [9.600, 7.971],
  "lumo_ha": [-0.23489, -0.27422],
  "e_homo_ev": [-15.992, -15.433],
  "elements": ["C", "C", "C", "C", "C", "N", "H", "H", "H", "H"],
  "positions_angstrom": [[-1.05633, -1.17754, 1.24130], [0.52257, 1.19787, -0.94377], [0.98619, 0.01756, -0.08383], [-0.16320, -0.13329, 0.69484], [-0.63381, 0.48234, -0.45443], [-1.86089, -1.37404, 0.33997], [-0.90963, -1.65820, 2.20305], [0.62981, 2.21046, -0.55893], [0.79031, 1.15206, -1.99930], [1.69498, -0.71723, -0.43889]]
}


Entry 2:
{
  "formula": "C5H4N",
  "method": "ωB97M-V with the def2-TZVPD basis set",
  "mol_weight_g_mol": 78.09,
  "e_above_lowest_kj_mol": 750.79,
  "e_tot_ev": -6720.55852,
  "total_charge": 1,
  "multiplicity": 1,
  "homo_lumo_gap_ev": [6.739, 7.761],
  "lumo_ha": [-0.28123, -0.25614],
  "e_homo_ev": [-14.391, -14.730],
  "elements": ["C", "C", "C", "C", "C", "N", "H", "H", "H", "H"],
  "positions_angstrom": [[0.43607, 3.84977, -2.64959], [0.58796, 3.01925, -1.79394], [0.52747, -1.30045, 0.98650], [0.67285, 1.04211, -0.32450], [-0.75076, -1.76697, 0.79047], [0.63547, 1.98063, -1.01834], [1.20373, -0.93089, 1.73022], [-0.71367, -2.81536, 1.15192], [-1.06770, -1.81073, -0.26173], [-1.53142, -1.26737, 1.38899]]
}


Entry 3:
{
  "formula": "C5H4N",
  "method": "ωB97M-V with the def2-TZVPD basis set",
  "mol_weight_g_mol": 78.09,
  "e_above_lowest_kj_mol": 0.00,
  "e_tot_ev": -6726.82268,
  "total_charge": 1,
  "multiplicity": 3,
  "homo_lumo_gap_ev": [8.168, 6.651],
  "lumo_ha": [-0.21584, -0.35282],
  "e_homo_ev": [-14.041, -16.251],
  "elements": ["C", "C", "C", "C", "C", "N", "H", "H", "H", "H"],
  "positions_angstrom": [[-0.69691, -1.18659, 0.00340], [-1.38158, 0.06162, -0.00136], [0.63389, -1.07545, 0.00330], [1.52588, -0.11897, -0.00082], [0.59857, 1.11773, 0.00311], [-0.69690, 1.17343, 0.00279], [-1.27516, -2.09560, 0.00832], [-2.46288, 0.08319, -0.01537], [2.58947, -0.00128, -0.01242], [1.16563, 2.04192, 0.00903]]
}